ORCA calculation (wB97M-V/def2-TZVPD) on the molecule C7H10 in a non-equilibrium geometry.

Values from the calculation:
Kohn-Sham gap: 9.325 eV
electronic energy: -7417.4508 eV
relative energy (zero: lowest compared OMol25 entry of this formula, charge and spin): 345.8 kJ/mol
LUMO energy: 1.04 eV
molecular weight: 94.157 g/mol

Each line ends with the Löwdin charge.
Geometry (Å):
C -0.7499 -1.5876 0.5091  -0.02
C -0.3829 -0.7865 1.5242  -0.16
C -0.1537 0.6660 1.2379  -0.24
C 1.1541 0.4678 0.3138  -0.09
C 0.2007 0.2666 -0.8290  -0.39
C 0.4429 -0.0709 -2.0855  0.05
C -0.8741 1.0417 -0.0751  -0.11
H -1.5468 -1.3583 -0.1929  0.07
H -0.2063 -2.5052 0.3131  0.07
H 0.1728 -1.2036 2.3629  0.10
H -0.1523 1.3652 2.0905  0.13
H 1.6365 1.4170 0.0347  0.12
H 1.9404 -0.2761 0.5132  0.12
H 1.3213 -0.6583 -2.3369  0.06
H -0.1597 0.3335 -2.8865  0.06
H -1.9390 0.7990 -0.1751  0.12
H -0.7041 2.0896 -0.3185  0.12

Force components x, y, z for each atom (eV/Å):
-0.574 -0.521 0.534
0.250 -0.344 -0.108
0.073 -0.163 -0.152
0.204 0.199 0.133
0.434 0.859 -0.647
-0.004 0.180 -0.028
-0.066 0.258 -0.240
0.638 0.322 -0.148
-0.713 -0.630 0.635
0.390 0.065 -0.308
0.110 -0.329 -0.442
0.008 -0.001 0.562
-0.488 0.162 0.305
0.074 0.345 -0.050
-0.413 -0.611 -0.137
0.317 -0.004 -0.075
-0.239 0.214 0.166